{
  "formula": "C33H73N4O3",
  "method": "ωB97M-V/def2-TZVPD",
  "e_above_lowest_kcal_mol": 122.1,
  "total_energy_ev": -47477.4013,
  "gap_ev": 6.341,
  "lumo_ha": -0.1872,
  "e_homo_ev": -11.4,
  "charge": 3,
  "species": ["O", "C", "O", "O", "H", "C", "C", "C", "N", "C", "C", "C", "C", "C", "H", "H", "H", "H", "H", "H", "H", "H", "H", "H", "H", "H", "H", "H", "H", "H", "H", "H", "C", "C", "C", "N", "C", "C", "C", "C", "C", "H", "H", "H", "H", "H", "H", "H", "H", "H", "H", "H", "H", "H", "H", "H", "H", "H", "H", "C", "C", "C", "N", "C", "C", "C", "C", "C", "H", "H", "H", "H", "H", "H", "H", "H", "H", "H", "H", "H", "H", "H", "H", "H", "H", "H", "C", "C", "C", "N", "C", "C", "C", "C", "C", "H", "H", "H", "H", "H", "H", "H", "H", "H", "H", "H", "H", "H", "H", "H", "H", "H", "H"],
  "coordinates": [[-15.74, -13.87, -26.68], [-16.21, -13.05, -27.57], [-16.91, -12.16, -27.10], [-15.89, -13.12, -28.75], [-16.29, -13.11, -26.50], [-14.81, -23.90, -31.13], [-15.24, -22.58, -30.50], [-14.16, -21.54, -30.55], [-14.72, -20.16, -30.26], [-15.72, -20.18, -29.14], [-15.29, -19.56, -31.51], [-14.24, -18.62, -32.11], [-13.02, -18.66, -31.16], [-13.61, -19.17, -29.84], [-15.74, -24.48, -31.18], [-14.11, -24.42, -30.48], [-14.40, -23.83, -32.13], [-15.63, -22.72, -29.49], [-16.16, -22.35, -31.03], [-13.50, -21.48, -31.41], [-13.68, -21.70, -29.59], [-16.47, -20.86, -29.54], [-16.14, -19.18, -29.03], [-15.16, -20.43, -28.24], [-16.22, -19.00, -31.37], [-15.32, -20.32, -32.28], [-14.56, -17.58, -32.23], [-13.91, -18.89, -33.11], [-12.52, -17.69, -31.11], [-12.22, -19.34, -31.45], [-13.98, -18.45, -29.11], [-12.90, -19.73, -29.22], [-21.59, -4.06, -26.71], [-20.46, -5.16, -26.66], [-19.35, -4.92, -25.61], [-18.35, -6.16, -25.18], [-17.59, -6.54, -26.46], [-17.25, -5.87, -24.09], [-17.06, -7.22, -23.43], [-18.42, -7.83, -23.38], [-19.18, -7.40, -24.64], [-21.28, -3.15, -27.22], [-21.82, -3.75, -25.69], [-22.52, -4.46, -27.11], [-20.01, -5.49, -27.59], [-21.04, -6.05, -26.40], [-19.81, -4.59, -24.68], [-18.69, -4.12, -25.98], [-16.97, -7.36, -26.11], [-16.98, -5.71, -26.82], [-18.28, -6.93, -27.21], [-16.54, -5.14, -24.47], [-17.83, -5.41, -23.29], [-16.50, -7.92, -24.05], [-16.63, -7.08, -22.44], [-18.46, -8.92, -23.37], [-18.97, -7.44, -22.52], [-19.27, -8.14, -25.44], [-20.09, -6.94, -24.26], [-17.40, -14.02, -35.10], [-17.32, -12.66, -34.57], [-16.50, -11.70, -35.42], [-15.86, -10.65, -34.61], [-16.79, -9.87, -33.57], [-15.41, -9.51, -35.56], [-14.00, -8.99, -35.21], [-13.39, -10.18, -34.50], [-14.56, -10.91, -33.83], [-17.56, -14.15, -36.17], [-18.08, -14.72, -34.60], [-16.46, -14.58, -35.02], [-16.94, -12.67, -33.54], [-18.34, -12.29, -34.49], [-17.07, -11.20, -36.20], [-15.74, -12.32, -35.88], [-16.32, -8.94, -33.27], [-16.95, -10.48, -32.68], [-17.70, -9.74, -34.16], [-16.24, -8.82, -35.71], [-15.36, -10.05, -36.51], [-13.88, -8.07, -34.64], [-13.47, -8.65, -36.09], [-12.50, -9.99, -33.90], [-13.16, -10.84, -35.34], [-14.62, -10.80, -32.75], [-14.47, -11.99, -33.77], [-21.87, -13.76, -24.17], [-22.23, -13.16, -25.52], [-22.57, -14.19, -26.69], [-23.57, -13.67, -27.79], [-25.03, -13.63, -27.16], [-23.55, -14.55, -29.08], [-22.60, -13.92, -30.07], [-22.08, -12.59, -29.45], [-23.23, -12.34, -28.37], [-22.19, -13.09, -23.37], [-20.81, -14.00, -24.01], [-22.40, -14.70, -24.07], [-21.47, -12.46, -25.86], [-23.09, -12.50, -25.36], [-22.91, -15.17, -26.35], [-21.64, -14.39, -27.22], [-25.13, -14.69, -26.91], [-25.70, -13.24, -27.92], [-24.94, -13.14, -26.19], [-24.54, -14.60, -29.53], [-23.13, -15.53, -28.83], [-23.19, -13.80, -30.98], [-21.74, -14.52, -30.37], [-21.70, -11.91, -30.21], [-21.22, -12.95, -28.87], [-24.04, -11.84, -28.91], [-22.96, -11.59, -27.64]]
}

{
  "formula": "C33H73NO6P2",
  "method": "ωB97M-V/def2-TZVPD",
  "e_above_lowest_kcal_mol": 0.0,
  "total_energy_ev": -67749.6483,
  "gap_ev": 5.968,
  "lumo_ha": 0.0001,
  "e_homo_ev": -6.0,
  "species": ["C", "C", "C", "C", "P", "C", "C", "C", "C", "C", "C", "C", "C", "C", "C", "C", "C", "H", "H", "H", "H", "H", "H", "H", "H", "H", "H", "H", "H", "H", "H", "H", "H", "H", "H", "H", "H", "H", "H", "H", "H", "H", "H", "H", "H", "H", "H", "H", "H", "H", "H", "H", "H", "C", "C", "C", "C", "P", "C", "C", "C", "C", "C", "C", "C", "C", "C", "C", "C", "C", "H", "H", "H", "H", "H", "H", "H", "H", "H", "H", "H", "H", "H", "H", "H", "H", "H", "H", "H", "H", "H", "H", "H", "H", "H", "H", "H", "H", "H", "H", "H", "H", "H", "H", "H", "H", "O", "C", "O", "O", "H", "N", "O", "O", "O"],
  "coordinates": [[0.83, 9.73, -0.57], [-0.46, 9.80, -1.40], [-1.64, 9.76, -0.40], [-2.90, 9.04, -0.83], [-4.32, 10.03, -1.38], [-3.53, 10.85, -2.85], [-4.07, 12.14, -3.47], [-3.14, 12.58, -4.57], [-3.49, 13.81, -5.32], [-4.88, 11.18, -0.14], [-6.26, 11.73, -0.37], [-6.51, 13.25, -0.16], [-7.83, 13.66, 0.45], [-5.56, 8.79, -1.94], [-6.93, 9.30, -2.51], [-7.72, 8.18, -3.23], [-7.08, 7.77, -4.52], [1.64, 10.23, -1.11], [1.23, 8.74, -0.34], [0.64, 10.08, 0.45], [-0.58, 8.94, -2.06], [-0.47, 10.73, -1.96], [-1.84, 10.83, -0.21], [-1.38, 9.38, 0.59], [-3.23, 8.31, -0.09], [-2.71, 8.37, -1.68], [-3.70, 10.12, -3.65], [-2.46, 10.88, -2.70], [-4.08, 12.86, -2.64], [-5.11, 12.08, -3.81], [-3.02, 11.74, -5.27], [-2.17, 12.54, -4.07], [-4.26, 13.59, -6.07], [-2.65, 14.12, -5.93], [-3.85, 14.63, -4.70], [-4.15, 12.00, -0.15], [-4.73, 10.74, 0.85], [-6.96, 11.30, 0.35], [-6.71, 11.62, -1.36], [-6.41, 13.82, -1.09], [-5.64, 13.60, 0.40], [-8.61, 13.07, -0.02], [-8.14, 14.68, 0.24], [-7.78, 13.44, 1.52], [-5.66, 8.11, -1.09], [-4.94, 8.19, -2.62], [-6.87, 10.18, -3.14], [-7.46, 9.61, -1.60], [-8.77, 8.44, -3.38], [-7.68, 7.30, -2.59], [-6.06, 7.39, -4.39], [-6.83, 8.67, -5.10], [-7.66, 6.99, -5.01], [-0.20, 11.70, -5.99], [1.18, 11.58, -6.61], [1.41, 10.10, -6.99], [0.50, 9.71, -8.17], [1.02, 8.15, -8.99], [1.07, 6.67, -7.96], [1.44, 5.30, -8.69], [1.04, 4.11, -7.80], [-0.31, 4.07, -7.13], [-0.35, 7.67, -10.10], [-1.64, 7.16, -9.56], [-2.57, 6.51, -10.63], [-2.95, 7.47, -11.74], [2.63, 8.21, -9.85], [3.89, 7.88, -8.98], [5.29, 8.23, -9.52], [5.37, 9.68, -9.97], [-1.05, 11.41, -6.61], [-0.40, 12.76, -5.81], [-0.39, 11.20, -5.04], [1.99, 11.91, -5.96], [1.30, 12.34, -7.39], [1.29, 9.39, -6.17], [2.42, 10.06, -7.42], [0.59, 10.53, -8.88], [-0.52, 9.52, -7.83], [0.14, 6.70, -7.39], [1.76, 6.77, -7.12], [2.52, 5.24, -8.82], [1.08, 5.23, -9.71], [1.81, 3.92, -7.05], [1.15, 3.24, -8.46], [-1.10, 4.23, -7.86], [-0.20, 4.91, -6.44], [-0.38, 3.08, -6.68], [-0.04, 6.94, -10.86], [-0.48, 8.49, -10.81], [-2.24, 7.95, -9.09], [-1.49, 6.49, -8.71], [-3.47, 6.16, -10.13], [-2.03, 5.66, -11.04], [-3.61, 7.15, -12.54], [-2.00, 7.77, -12.19], [-3.48, 8.39, -11.48], [2.77, 9.25, -10.14], [2.60, 7.51, -10.69], [3.87, 6.83, -8.70], [3.69, 8.38, -8.03], [5.54, 7.53, -10.31], [5.96, 8.04, -8.69], [5.20, 10.19, -9.02], [4.64, 9.99, -10.72], [6.43, 9.82, -10.20], [0.56, 6.23, -5.72], [1.77, 6.69, -5.38], [2.29, 7.82, -5.69], [2.66, 5.95, -4.85], [0.19, 7.04, -6.11], [-2.25, 8.43, -5.52], [-3.49, 8.20, -5.29], [-1.60, 9.34, -5.03], [-1.77, 7.64, -6.35]]
}

{
  "formula": "C33H74BN7O8P",
  "method": "ωB97M-V/def2-TZVPD",
  "total_energy_ev": -72199.2468,
  "gap_ev": [7.338, 7.401],
  "lumo_ha": [0.0116, 0.0116],
  "e_homo_ev": [-7.0, -7.1],
  "spin_multiplicity": 2,
  "species": ["C", "C", "B", "O", "C", "P", "C", "C", "C", "C", "C", "C", "C", "C", "N", "O", "C", "C", "C", "C", "H", "H", "H", "H", "H", "H", "H", "H", "H", "H", "H", "H", "H", "H", "H", "H", "H", "H", "H", "H", "H", "H", "H", "H", "H", "H", "H", "H", "H", "H", "H", "H", "C", "C", "O", "N", "C", "H", "H", "H", "H", "H", "H", "H", "C", "C", "O", "N", "C", "H", "H", "H", "H", "H", "H", "H", "C", "C", "O", "N", "C", "H", "H", "H", "H", "H", "H", "H", "C", "C", "O", "N", "C", "H", "H", "H", "H", "H", "H", "H", "C", "C", "O", "N", "C", "H", "H", "H", "H", "H", "H", "H", "C", "C", "O", "N", "C", "H", "H", "H", "H", "H", "H", "H"],
  "coordinates": [[1.51, 1.78, 1.98], [1.24, 0.44, 1.26], [-0.12, 0.46, 0.44], [-0.18, 1.33, -0.65], [-1.41, -0.35, 0.85], [-1.20, -2.16, 0.38], [-0.33, -2.10, -1.26], [1.18, -1.86, -1.38], [0.05, -2.87, 1.52], [0.15, -4.38, 1.31], [-1.57, -0.07, 2.36], [-2.98, -0.33, 2.97], [-2.88, -1.35, 4.10], [-3.54, 0.97, 3.56], [-3.91, -0.89, 1.94], [-3.92, -2.17, 1.90], [-4.02, -0.21, 0.61], [-4.87, 1.07, 0.69], [-4.71, -1.19, -0.34], [-2.62, 0.18, 0.07], [1.47, 2.61, 1.27], [0.79, 1.96, 2.78], [2.51, 1.78, 2.41], [2.06, 0.28, 0.55], [1.27, -0.38, 1.98], [0.20, 2.19, -0.41], [-0.59, -3.07, -1.70], [-0.88, -1.36, -1.86], [1.39, -0.89, -1.84], [1.70, -1.88, -0.42], [1.64, -2.63, -2.01], [-0.25, -2.67, 2.55], [1.05, -2.44, 1.41], [0.57, -4.87, 2.19], [0.79, -4.62, 0.45], [-0.83, -4.82, 1.13], [-0.83, -0.62, 2.95], [-1.35, 1.00, 2.51], [-2.26, -2.20, 3.81], [-2.42, -0.88, 4.97], [-3.87, -1.72, 4.38], [-3.37, 1.83, 2.92], [-4.61, 0.89, 3.75], [-3.04, 1.18, 4.51], [-4.29, 1.85, 1.16], [-5.10, 1.41, -0.32], [-5.78, 0.93, 1.27], [-5.10, -0.62, -1.19], [-5.54, -1.69, 0.15], [-4.01, -1.93, -0.73], [-2.55, 1.28, 0.09], [-2.55, -0.10, -0.98], [-1.59, 1.68, -3.79], [-2.84, 0.82, -3.79], [-2.84, -0.30, -3.31], [-3.96, 1.33, -4.37], [-4.13, 2.64, -4.98], [-0.82, 1.12, -3.27], [-1.26, 1.87, -4.81], [-1.76, 2.63, -3.28], [-4.75, 0.71, -4.35], [-4.90, 3.21, -4.47], [-4.40, 2.54, -6.04], [-3.20, 3.19, -4.92], [1.66, -5.22, 5.13], [2.14, -3.82, 4.78], [1.36, -2.96, 4.43], [3.47, -3.57, 4.87], [4.53, -4.47, 5.27], [0.59, -5.25, 5.00], [2.12, -5.96, 4.48], [1.91, -5.47, 6.16], [3.72, -2.63, 4.62], [5.05, -4.10, 6.15], [5.25, -4.60, 4.46], [4.11, -5.45, 5.50], [3.78, -6.51, -3.69], [2.69, -5.58, -3.22], [2.84, -4.82, -2.28], [1.51, -5.61, -3.90], [1.15, -6.43, -5.04], [4.64, -6.36, -3.04], [3.46, -7.55, -3.62], [4.07, -6.31, -4.72], [0.82, -4.96, -3.55], [0.89, -5.81, -5.90], [0.29, -7.06, -4.80], [1.98, -7.07, -5.31], [2.73, -0.49, -4.99], [2.08, 0.88, -5.00], [1.42, 1.27, -5.95], [2.26, 1.67, -3.91], [2.98, 1.37, -2.69], [2.47, -0.98, -5.92], [3.81, -0.41, -4.91], [2.36, -1.08, -4.15], [1.80, 2.56, -3.98], [2.31, 1.39, -1.83], [3.79, 2.09, -2.52], [3.42, 0.38, -2.75], [3.60, 6.85, 1.84], [4.04, 5.61, 1.09], [3.75, 5.43, -0.08], [4.78, 4.70, 1.77], [5.21, 4.74, 3.16], [3.03, 7.47, 1.15], [2.98, 6.59, 2.69], [4.46, 7.42, 2.20], [5.04, 3.90, 1.22], [6.30, 4.71, 3.23], [4.81, 3.89, 3.71], [4.86, 5.65, 3.63], [-3.59, 6.69, 0.00], [-3.20, 5.48, -0.83], [-3.50, 5.38, -2.00], [-2.50, 4.50, -0.20], [-2.05, 4.44, 1.18], [-4.14, 7.37, -0.65], [-4.22, 6.40, 0.84], [-2.70, 7.20, 0.38], [-2.28, 3.72, -0.80], [-0.96, 4.36, 1.22], [-2.48, 3.56, 1.67], [-2.34, 5.33, 1.73]]
}